1.
Below is the ion CH2F2O2PS with charge -1 at a distorted geometry, with properties calculated with ωB97M-V/def2-TZVPD.

Each line ends with the Mulliken charge.
Atoms and positions in Å:
C (-0.5589, 1.0910, 0.2892)  -0.115
O (0.7006, -0.9408, 0.9445)  -0.325
O (-1.4002, -1.1297, -0.5780)  -0.567
F (-0.9760, 1.8728, 1.4446)  -0.323
F (-1.2874, 1.5736, -0.7780)  -0.249
P (1.9431, -0.7558, -0.0678)  -0.027
S (-1.0003, -0.5213, 0.6640)  0.489
H (1.1482, 0.3568, -0.7294)  0.124
H (1.4309, -1.5467, -1.1892)  -0.007

The spin multiplicity is 1. The net charge is -1. The value obtained for the LUMO energy is 0.141 Eh. For the gap between HOMO and LUMO, the calculation gives 6.7033 eV.

2.
Below is a structure of composition C4H6O3Sm at a distorted geometry, with properties calculated with ωB97M-V/def2-TZVPD.

Each line ends with the Mulliken charge.
Atoms and positions in Å:
O (1.6172, 0.9352, -0.5493)  -0.688
C (1.2848, 0.0358, 0.2231)  0.947
C (1.7149, -1.3705, 0.1834)  -0.903
H (2.7903, -1.4413, 0.0118)  0.353
H (1.4472, -1.8718, 1.1244)  0.369
H (1.1482, -1.8958, -0.5986)  0.305
C (-0.6004, 1.4808, 0.7056)  -0.141
O (-1.7433, 1.3620, 0.2281)  -0.073
Sm (1.3549, 3.2672, 0.1751)  1.742
O (0.0999, 0.2459, 0.8645)  -0.240
C (-2.1802, 0.0428, -0.4760)  -0.630
H (-2.2447, -0.6940, 0.3300)  0.357
H (-3.1296, 0.2894, -0.9600)  0.287
H (-1.5590, -0.3858, -1.2621)  0.314

The spin multiplicity is 7. The net charge is +2. The value obtained for the LUMO energy (spin up / spin down) is -0.324 / -0.317 Eh. For the gap between HOMO and LUMO (spin up / spin down), the calculation gives 8.7173 / 9.8985 eV.

3.
Below is a structure of composition C3H5CsLiO3, with properties calculated with ωB97M-V/def2-TZVPD.

Each line ends with the Mulliken charge.
Atoms and positions in Å:
O (-3.0328, -0.2220, 0.2130)  -0.283
C (-2.2022, 0.7526, 0.5988)  0.404
C (-2.3855, -1.4985, 0.1226)  -0.372
O (-2.3548, 1.9040, 0.1768)  -0.752
O (-0.6684, -0.1353, -0.7410)  -0.917
C (-1.3375, -1.3353, -0.9800)  -0.335
H (-3.1562, -2.2401, -0.1114)  0.287
H (-1.9025, -1.7322, 1.0850)  0.267
H (-1.8546, -1.3643, -1.9579)  0.233
H (-0.6764, -2.2235, -0.9581)  0.220
H (-1.5928, 0.5297, 1.4944)  0.306
Li (-1.1911, 1.5027, -1.4461)  0.844
Cs (2.7331, -0.4465, 0.0975)  0.097

The spin multiplicity is 2. The value obtained for the LUMO energy (spin up / spin down) is -0.011 / -0.006 Eh. For the gap between HOMO and LUMO (spin up / spin down), the calculation gives 3.0231 / 9.1777 eV.

4.
Below is the ion C5H15N2S with charge +1 at a distorted geometry, with properties calculated with ωB97M-V/def2-TZVPD.

Each line ends with the Mulliken charge.
Atoms and positions in Å:
C (-0.6655, 0.4568, -0.4871)  -0.558
N (0.7200, 0.2349, -0.7432)  -0.296
C (1.2125, -1.1406, -0.5977)  -0.814
C (1.8518, -1.4281, 0.7447)  -0.526
C (0.9308, -1.4883, 1.9560)  -0.684
S (0.7483, 0.1935, 2.7206)  -0.251
C (-1.4585, 0.9118, -1.7117)  -0.602
N (-2.2646, 2.1766, -1.3847)  -0.352
H (-1.1687, -0.3557, 0.0518)  0.394
H (-0.8260, 1.1415, 0.3573)  0.403
H (1.3494, 0.8767, -0.2854)  0.308
H (1.8416, -1.4925, -1.4229)  0.355
H (0.3420, -1.7938, -0.7648)  0.355
H (2.2964, -2.4169, 0.6229)  0.368
H (2.7033, -0.7863, 0.9285)  0.306
H (-0.0841, -1.8598, 1.8736)  0.340
H (1.4164, -2.0953, 2.7172)  0.387
H (1.5059, 0.0037, 3.8049)  0.148
H (-2.2266, 0.2422, -2.0558)  0.284
H (-0.7401, 1.1659, -2.4858)  0.376
H (-1.7799, 3.0349, -1.6455)  0.340
H (-3.1985, 2.2005, -1.8019)  0.355
H (-2.5060, 2.2183, -0.3910)  0.364

The spin multiplicity is 1. The net charge is +1. The value obtained for the LUMO energy is -0.135 Eh. As for the SMILES: [NH3+]CCNCCCS. For the gap between HOMO and LUMO, the calculation gives 8.1258 eV.

5.
Below is a cluster of 10 separate species, C5H32N2O9 in total at a distorted geometry, with properties calculated with ωB97M-V/def2-TZVPD.

Each line ends with the Mulliken charge.
Atoms and positions in Å:
N (0.9347, 0.0609, 0.0752)  -0.189
C (-0.3307, 0.4422, -0.5347)  0.794
C (-0.4686, 1.9587, -0.7758)  -1.610
C (-0.5879, -0.3533, -1.8238)  -0.830
N (-1.2659, -1.6101, -1.5930)  0.025
C (-0.6287, -2.4532, -0.5812)  -0.524
C (-1.2167, -2.4103, -2.8298)  -1.077
H (1.6796, 0.1477, -0.5894)  0.191
H (1.1007, 0.5245, 0.9507)  0.023
H (-1.1389, 0.1473, 0.1365)  0.140
H (-1.2887, 2.4244, -0.2281)  0.299
H (0.4491, 2.4812, -0.4968)  0.209
H (-0.6327, 2.2363, -1.8216)  0.412
H (-1.1744, 0.2226, -2.5400)  0.500
H (0.4184, -0.4252, -2.3037)  0.202
H (-0.6097, -1.9497, 0.3863)  0.002
H (0.3968, -2.7094, -0.8209)  -0.106
H (-1.3966, -3.1894, -0.3961)  0.553
H (-1.9432, -3.2234, -2.7543)  0.319
H (-1.4602, -1.8214, -3.7095)  0.349
H (-0.2435, -2.9131, -2.9022)  0.374
H (-3.5358, 0.4090, 2.8030)  0.299
H (-3.2823, -1.1169, 2.9005)  0.363
O (-3.9104, -0.4479, 2.5909)  -0.682
H (1.4756, 0.0841, 3.8007)  0.266
H (1.8501, 1.5012, 4.3020)  0.287
O (1.5226, 1.0128, 3.5470)  -0.600
H (-1.0783, -2.2664, 3.7955)  0.272
H (-1.7119, -2.6413, 2.4452)  0.356
O (-1.6186, -1.9228, 3.0812)  -0.670
H (2.0774, -2.6974, -0.1971)  0.317
H (3.6050, -2.8588, -0.2556)  0.316
O (2.7766, -3.1801, -0.6216)  -0.639
H (2.4911, 0.9112, -3.6726)  0.328
H (2.7291, 2.2294, -3.0799)  0.359
O (2.8132, 1.7853, -3.9379)  -0.643
H (-0.6045, 2.7779, 2.1220)  0.280
H (-0.0378, 1.5602, 2.9743)  0.355
O (-0.8113, 1.9240, 2.5079)  -0.606
H (3.3258, 2.4928, -1.2462)  0.325
H (2.4314, 3.6806, -0.8690)  0.333
O (3.1862, 3.4219, -1.3996)  -0.688
H (-4.4545, -0.4765, 0.6489)  0.366
H (-4.0101, -0.1859, -0.7702)  0.294
O (-4.6197, -0.7179, -0.2709)  -0.638
H (2.4351, 2.0540, 1.8333)  0.224
H (3.6109, 2.7380, 1.1546)  0.308
O (2.7521, 2.3421, 0.9660)  -0.537

The spin multiplicity is 1. The value obtained for the LUMO energy is -0.024 Eh. As for the SMILES: C[C@H](N)CN(C)C.O.O.O.O.O.O.O.O.O. For the gap between HOMO and LUMO, the calculation gives 8.0152 eV.

6.
Below is a structure of composition C8H22ClN2O2Pd at a distorted geometry, with properties calculated with ωB97M-V/def2-TZVPD.

Each line ends with the Mulliken charge.
Atoms and positions in Å:
Pd (2.0454, 2.3551, -1.0133)  0.833
Cl (-0.5577, 2.7611, 1.5445)  0.017
C (-5.4587, -2.1806, -0.6269)  -1.356
C (-4.7796, -0.9625, -0.0489)  0.445
C (-5.5124, -0.2731, 1.0757)  -0.667
O (-6.8684, -0.2448, 0.6577)  -0.302
C (-7.5503, 0.6735, 1.5013)  -0.756
N (-3.4498, -1.2935, 0.3662)  -0.712
H (-6.4864, -2.0551, -0.9680)  0.345
H (-5.4373, -3.0344, 0.0502)  0.324
H (-4.9738, -2.4260, -1.5718)  0.358
H (-4.7986, -0.2560, -0.8786)  0.199
H (-5.1009, 0.7333, 1.1529)  0.378
H (-5.4037, -0.7636, 2.0430)  0.331
H (-8.6049, 0.7056, 1.2274)  0.259
H (-7.1350, 1.6531, 1.2645)  0.306
H (-7.4152, 0.4576, 2.5611)  0.287
H (-3.5614, -2.0392, 1.0382)  0.302
H (-3.0651, -0.5113, 0.8763)  0.263
C (6.8023, -0.3412, -2.2167)  -1.402
C (5.4513, 0.0733, -1.5299)  0.210
C (5.7350, 0.5146, -0.1018)  -0.839
O (4.4422, 0.6980, 0.4972)  -0.240
C (4.5280, 0.7919, 1.9341)  -0.787
N (4.6982, 1.0027, -2.3371)  -0.452
H (7.3823, 0.5779, -2.3001)  0.382
H (6.7224, -0.8379, -3.1836)  0.398
H (7.2436, -1.0589, -1.5250)  0.370
H (4.8523, -0.8359, -1.4793)  0.194
H (6.4220, 1.3511, 0.0264)  0.435
H (6.2680, -0.2585, 0.4517)  0.427
H (4.7546, -0.1613, 2.4117)  0.303
H (3.5509, 1.0235, 2.3580)  0.263
H (5.2892, 1.4928, 2.2768)  0.329
H (4.8479, 0.7567, -3.3052)  0.249
H (5.1233, 1.9124, -2.2287)  0.309

The spin multiplicity is 3. The net charge is +1. The value obtained for the LUMO energy (spin up / spin down) is -0.212 / -0.283 Eh. For the gap between HOMO and LUMO (spin up / spin down), the calculation gives 5.4314 / 3.5097 eV.

7.
Below is a cluster of 2 separate species, C4H7I in total at a distorted geometry, with properties calculated with ωB97M-V/def2-TZVPD.

Each line ends with the Mulliken charge.
Atoms and positions in Å:
C (0.4611, 2.0066, -0.8694)  -0.723
C (-0.3111, 1.4973, 0.1112)  0.279
C (-1.0628, 0.3349, 0.0158)  -1.026
C (0.4785, -2.0280, 0.4243)  -0.814
I (0.3117, -3.6055, 1.6974)  0.058
H (1.1411, 2.8002, -0.6668)  0.275
H (0.4373, 1.6056, -1.8680)  0.272
H (-0.1280, 1.6331, 1.1733)  0.249
H (-1.7334, 0.0481, 0.7256)  0.363
H (-1.0161, -0.3164, -0.7930)  0.347
H (1.4749, -1.6786, 0.5052)  0.347
H (-0.0532, -2.2975, -0.4556)  0.372

The spin multiplicity is 1. The value obtained for the LUMO energy (spin up / spin down) is -0.018 / -0.009 Eh. For the gap between HOMO and LUMO (spin up / spin down), the calculation gives 7.4145 / 8.1506 eV.

Values for molecular weight, g/mol, ordered as above
147.06, 252.45, 228.92, 135.26, 264.32, 320.15, 182.00